(1)
{"formula": "C5H36NO11", "method": "ωB97M-V/def2-TZVPD", "gap_ha": [0.3972, 0.1066], "s_squared": 0.754, "total_charge": 2, "e_homo_ev": [-16.06, -15.86], "spin_multiplicity": 2, "total_energy_ev": -29762.81562, "symbols": ["O", "O", "O", "O", "O", "O", "O", "O", "O", "O", "O", "N", "C", "C", "C", "C", "C", "H", "H", "H", "H", "H", "H", "H", "H", "H", "H", "H", "H", "H", "H", "H", "H", "H", "H", "H", "H", "H", "H", "H", "H", "H", "H", "H", "H", "H", "H", "H", "H", "H", "H", "H", "H"], "coordinates": [[-3.5300, 1.8716, 2.7380], [3.3130, -1.2503, -0.0121], [3.2256, 0.8124, 3.2062], [-2.6511, -1.6783, -3.5316], [-2.1901, -3.8851, -1.9507], [1.9604, 4.6750, 0.7424], [-1.2511, 3.5399, 0.8631], [1.4838, 1.6113, -3.4600], [0.5143, -3.1860, -1.7721], [-0.2668, -0.2583, -3.2806], [3.2330, 1.6667, 0.7150], [1.1457, 0.5161, -1.0578], [-0.3024, -1.0493, 0.0006], [0.0554, -0.9985, 1.4666], [-0.8072, -0.3512, 2.4912], [-0.2735, 0.3890, -0.6218], [-2.1830, -1.0757, 2.6873], [0.7056, 1.8425, -3.9742], [2.1093, 4.6634, 1.6940], [-3.4704, -1.6276, -4.0287], [-2.3763, -1.0102, 3.7620], [0.3215, -2.0249, 1.7973], [-2.7479, -2.0344, -2.6363], [-1.2096, -0.5171, -3.2805], [-0.3933, 1.0828, 0.2109], [-3.6165, 0.9305, 2.5733], [1.5540, 1.4435, -1.1802], [2.8661, 1.2702, 3.9610], [-3.9288, 2.2725, 1.9608], [4.0578, 0.3508, 3.3277], [3.2286, 1.0426, 1.4971], [-2.2411, -2.1083, 2.3275], [-0.9873, 0.6285, -1.4022], [0.4150, -1.6829, -0.5347], [2.7421, -1.7621, -0.5624], [0.0522, -0.7934, -4.0311], [-0.3831, -3.4142, -2.1182], [4.1256, -1.7040, 0.1975], [-1.2499, -1.5661, -0.1510], [1.0995, -0.5387, 1.6457], [1.3072, 5.3777, 0.7002], [-1.1414, 0.6065, 1.9945], [-1.5155, 3.2125, 1.7264], [1.7657, 0.2356, -0.2852], [-1.9755, 3.2549, 0.3002], [-2.6110, -4.6465, -2.3790], [2.1200, 2.0940, -3.9817], [-2.5478, -3.8517, -1.0645], [3.5907, 2.4843, 1.1152], [1.2999, -0.0974, -1.8637], [-3.0415, -0.6234, 2.1949], [-0.3439, -0.1780, 3.4528], [0.9437, -3.9612, -2.1891]], "atomic_forces_ev_per_a": [[0.5, 0.0, -0.3], [-0.4, 1.5, 0.8], [-0.5, -0.5, -1.1], [0.8, 0.6, 0.1], [-0.1, -0.1, -0.2], [0.0, -0.1, 0.5], [0.1, -0.5, -0.1], [0.1, 0.5, -0.4], [-0.3, -1.6, -1.3], [-0.4, -0.8, -0.6], [-0.1, -0.4, 0.8], [0.6, 0.0, 1.0], [-0.1, 0.3, 0.1], [0.1, 0.5, 0.6], [0.3, -0.2, -1.7], [0.6, -0.1, 1.3], [-1.5, -0.3, 0.1], [-0.7, -0.4, 0.3], [0.3, -0.2, 0.1], [-0.3, -0.1, 0.4], [0.1, -0.1, 0.0], [0.6, -0.2, 0.2], [-0.6, -0.3, -0.7], [0.1, -0.1, -0.1], [-0.1, 0.4, -0.2], [-0.3, 0.0, 0.2], [-0.7, 0.4, -1.0], [0.6, 0.0, 0.7], [-0.3, 0.3, 0.0], [0.0, 0.2, 1.0], [0.1, 0.9, -0.8], [0.7, 0.1, 0.2], [0.3, -0.3, 0.0], [-0.3, 0.2, 0.3], [0.0, -1.2, -0.6], [0.1, 0.4, 0.4], [0.1, 0.7, 0.7], [0.2, -0.5, -0.2], [-0.4, 0.3, 0.0], [-0.1, -0.5, -0.1], [-0.2, 0.2, -0.5], [-0.3, 0.1, 0.7], [-0.1, 0.2, 0.4], [0.0, -0.5, -0.2], [-0.1, 0.3, -0.3], [0.1, 0.2, 0.1], [1.0, 0.2, 0.0], [-0.1, -0.3, 0.4], [-0.3, -0.3, -0.5], [0.0, 0.5, -0.4], [0.3, 0.2, -0.1], [0.3, 0.0, -0.1], [0.5, 0.6, 0.5]]}



(2)
{"formula": "C27H30IrN2O2", "method": "ωB97M-V/def2-TZVPD", "gap_ha": [0.2335, 0.1999], "s_squared": 8.802, "e_homo_ev": [-5.75, -7.65], "spin_multiplicity": 6, "total_energy_ev": -38387.97073, "symbols": ["Ir", "O", "O", "N", "N", "C", "C", "C", "C", "C", "C", "C", "C", "C", "C", "C", "C", "C", "C", "C", "C", "C", "C", "C", "C", "C", "C", "C", "C", "C", "C", "C", "H", "H", "H", "H", "H", "H", "H", "H", "H", "H", "H", "H", "H", "H", "H", "H", "H", "H", "H", "H", "H", "H", "H", "H", "H", "H", "H", "H", "H", "H"], "coordinates": [[1.7602, -0.9276, -1.1183], [0.2564, 0.0260, 2.7752], [4.1433, -0.5778, -1.5056], [-0.9135, 0.2614, 3.3206], [4.1616, -2.1268, 0.2375], [-1.1063, 3.1707, -1.4585], [0.5060, -2.7522, -0.7817], [-2.2333, 0.6696, 5.2720], [2.8899, -4.5032, -3.9907], [4.2224, -3.2439, -2.4214], [3.7752, -3.4582, -3.7314], [-1.1409, 2.9582, -0.0487], [0.1520, 2.5189, 0.3622], [2.4689, -5.3360, -2.9475], [3.2642, 2.9232, 0.0821], [-2.0213, 0.4283, 2.5298], [-0.0046, -1.6575, -0.0259], [2.4130, 2.0390, -0.8140], [3.6451, -3.9452, -1.3463], [-0.4758, -0.6734, -0.9600], [-3.3645, 0.8791, 4.4760], [3.7949, -3.5530, 0.1153], [-0.1898, -1.1271, -2.2730], [2.2958, 0.6510, -0.2190], [0.4439, -2.4150, -2.1693], [2.8454, -5.0536, -1.6333], [-3.2418, 0.7544, 3.0901], [3.6214, -1.2164, -0.6007], [2.9606, 2.0413, -2.2473], [0.9757, 2.4313, -0.7947], [-1.0229, 0.3546, 4.6861], [0.2015, 2.8352, -1.9279], [-2.0111, 3.0915, 0.5836], [4.0346, 1.8565, -2.2302], [2.5641, -4.6904, -5.0134], [-4.0791, 0.9036, 2.4137], [0.4644, 2.2978, 1.3768], [4.1320, -2.7949, -4.5306], [-1.9065, 3.5221, -2.0939], [4.9938, -2.4830, -2.2731], [0.5488, 2.8670, -2.9587], [-2.2743, 0.7441, 6.3574], [1.8450, -6.2099, -3.1377], [3.2667, 3.9520, -0.2940], [-4.3212, 1.1323, 4.9278], [2.4612, 1.2592, -2.8360], [2.4748, 0.6478, 0.8653], [2.8827, 2.9256, 1.1082], [-0.3550, -0.5754, -3.1906], [2.8217, -3.6944, 0.6265], [2.0560, -0.7485, -2.7759], [-0.1078, 0.1862, 5.2527], [4.5330, -4.2083, 0.6076], [-0.0173, -1.5709, 1.0597], [-0.9340, 0.2708, -0.6849], [4.3009, 2.5648, 0.0971], [0.7930, -3.0410, -2.9789], [2.7567, 3.0134, -2.7310], [2.5171, -5.6750, -0.7944], [0.8527, -3.7067, -0.3929], [-1.8715, 0.3286, 1.4541], [5.1067, -1.9023, 0.5618]], "atomic_forces_ev_per_a": [[-0.9, -2.4, -2.5], [-0.8, 0.2, 0.4], [2.5, 0.6, 0.6], [1.9, -0.5, -0.9], [1.9, -0.2, 1.3], [2.2, -0.6, -1.8], [-0.1, -0.8, -0.7], [2.3, -0.5, 0.0], [0.0, -0.1, 0.0], [0.0, 0.0, -0.1], [0.2, -0.3, 0.4], [2.2, -0.9, 1.8], [-2.9, 0.8, 0.3], [0.2, -0.1, 0.1], [0.1, 0.5, 0.2], [-3.0, 0.7, -1.3], [-0.2, 0.1, 0.3], [-0.2, -0.9, -0.4], [0.2, -0.5, -0.5], [-0.6, 0.2, -0.3], [-1.4, 0.4, 0.8], [-0.3, 0.6, -0.2], [-0.4, 0.3, 0.5], [1.2, 2.6, 2.2], [-0.3, -0.8, 0.7], [-0.1, 0.3, -0.3], [1.7, -0.6, -1.9], [-1.5, -0.7, -1.6], [-0.3, 0.4, -0.2], [-0.4, 1.4, -1.5], [-0.9, 0.5, 3.1], [-1.5, 0.3, 0.5], [0.2, 0.0, 0.0], [-0.1, 0.0, -0.1], [0.0, 0.0, 0.3], [0.1, -0.1, 0.2], [-0.1, 0.0, -0.2], [-0.1, -0.5, 0.3], [-0.1, 0.0, 0.1], [-0.6, -0.3, 0.1], [-0.2, 0.0, 0.4], [0.0, 0.0, -0.3], [0.1, 0.3, -0.1], [0.0, 0.0, 0.1], [0.3, -0.1, -0.1], [0.3, 0.3, 0.1], [-0.2, 0.0, -0.2], [0.1, 0.0, -0.1], [-0.1, -0.1, 0.2], [0.5, -0.1, -0.3], [0.0, 0.2, 1.3], [-0.3, 0.0, -0.3], [-0.1, 0.6, 0.0], [-0.2, -0.1, -0.4], [0.2, -0.1, -0.2], [-0.2, 0.0, 0.0], [-0.1, 0.1, 0.1], [0.2, -0.3, 0.2], [-0.1, 0.1, -0.3], [0.0, 0.4, -0.1], [0.1, 0.0, 0.5], [-0.3, -0.4, -0.6]]}



(3)
{"formula": "C30H29ClHfN2O2P", "method": "ωB97M-V/def2-TZVPD", "gap_ha": 0.1953, "total_charge": 3, "e_homo_ev": -16.63, "spin_multiplicity": 1, "total_energy_ev": -61746.88986, "symbols": ["Hf", "Cl", "P", "O", "O", "N", "N", "C", "C", "C", "C", "C", "C", "C", "C", "C", "C", "C", "C", "C", "C", "C", "C", "C", "C", "C", "C", "C", "C", "C", "C", "C", "C", "C", "C", "C", "C", "H", "H", "H", "H", "H", "H", "H", "H", "H", "H", "H", "H", "H", "H", "H", "H", "H", "H", "H", "H", "H", "H", "H", "H", "H", "H", "H", "H", "H"], "coordinates": [[-1.0120, 1.3280, 0.2124], [-2.1542, 3.2261, -0.4870], [-1.5624, -0.9315, -1.9475], [0.6389, 1.4846, 1.3322], [1.0664, -0.5216, -1.5131], [3.9540, 0.9053, 2.2534], [2.6413, 1.1567, 2.5360], [-1.4097, 0.9479, -6.1624], [-3.2664, -4.5674, -1.2996], [-3.7862, 0.5828, -1.3636], [-4.4802, 1.2207, 0.8424], [5.4815, 0.6621, 0.3285], [1.7447, 1.2859, 6.6093], [1.9373, 1.2446, 1.3851], [-1.3376, -4.9154, -2.7424], [1.2304, 0.2435, 5.8210], [-2.2465, -0.1587, -5.9362], [2.7332, 2.2699, 4.6494], [-2.5327, -0.2765, 0.6094], [-2.7200, -0.1497, -0.8296], [-0.6626, 1.4901, -5.1147], [4.1217, 0.8471, 0.9265], [-1.8067, -2.7133, -1.8632], [2.4709, 2.3228, 6.0147], [2.8736, 1.0403, 0.3470], [2.2266, 1.2295, 3.8941], [5.0113, 0.9207, 3.2704], [-2.5226, -5.3913, -2.1592], [-0.0477, -0.1893, -1.0943], [-3.3537, 0.6015, 1.4087], [-0.7416, 0.9271, -3.8432], [-0.9438, -3.5888, -2.5734], [1.4551, 0.2124, 4.4355], [-2.3320, -0.7322, -4.6626], [-1.5470, -0.2013, -3.6015], [-4.7021, 1.2085, -0.5274], [-2.9102, -3.2300, -1.1349], [-4.1392, -4.9552, -0.7651], [1.5678, 1.2792, 7.6808], [-0.7035, -5.5880, -3.3174], [-2.0563, -1.1723, 1.0300], [0.9182, 1.9614, -0.8089], [-3.8399, 0.6985, -2.4417], [0.6200, -0.5482, 6.2596], [-5.5720, 1.7455, -0.9327], [6.0954, 1.5777, 0.4445], [-2.8490, -6.4190, -2.3412], [5.9789, 0.7193, 2.7884], [-3.2153, 0.5917, 2.4980], [-1.3403, 1.3823, -7.1592], [5.3720, 0.4697, -0.7450], [-0.0157, 2.3532, -5.2796], [-0.0089, -3.2091, -2.9971], [-2.8362, -0.5771, -6.7572], [5.1076, 1.9143, 3.7488], [-2.9979, -1.5841, -4.4657], [1.1039, -0.5895, 3.7768], [6.0492, -0.1933, 0.7424], [-5.1745, 1.7594, 1.4839], [2.5863, 0.9135, -0.6799], [-0.1666, 1.3828, -3.0336], [4.8876, 0.1480, 4.0482], [3.3456, 3.0109, 4.1441], [0.4318, 2.5490, -1.0392], [2.8457, 3.1740, 6.5663], [-3.5037, -2.5857, -0.4687]], "atomic_forces_ev_per_a": [[3.0, 2.9, 1.5], [0.5, 0.3, -0.2], [0.7, -1.5, -1.1], [-1.2, -0.5, 0.1], [-2.4, 0.7, 1.2], [0.2, 0.2, -0.1], [-0.3, 0.1, 0.0], [-0.1, -0.3, 0.2], [0.1, 0.0, 0.0], [0.7, 0.1, 0.1], [0.2, 0.6, 0.1], [0.2, -0.1, -0.5], [-0.1, -0.1, -0.4], [2.3, -0.4, -0.2], [0.0, 0.1, 0.2], [-0.2, 0.0, -0.4], [0.0, 0.0, 0.3], [-0.2, 0.2, 0.2], [-2.8, 0.1, -0.5], [-1.2, -0.6, 0.6], [-0.1, -0.1, 0.1], [0.2, 0.0, 0.3], [-0.1, -0.3, 0.3], [-0.1, -0.3, -0.3], [-1.0, 0.0, 0.1], [-0.1, 0.0, 0.4], [0.8, 0.1, 0.7], [0.1, 0.3, 0.2], [2.4, -1.4, -2.2], [0.0, -2.0, 0.1], [0.1, 0.1, 0.1], [-0.6, 0.4, 0.0], [0.1, 0.1, 0.4], [0.2, 0.0, 0.4], [-0.5, 0.0, -0.4], [-0.7, 0.2, 0.3], [0.1, 0.2, -0.4], [0.4, 0.1, -0.3], [0.0, 0.1, -0.2], [-0.2, 0.1, 0.1], [0.5, 0.6, 0.1], [-0.8, 1.2, -0.6], [-0.1, -0.1, 0.0], [0.3, 0.3, 0.0], [0.4, -0.4, 0.1], [-0.4, -0.4, 0.0], [0.2, 0.4, 0.1], [-0.6, 0.0, -0.1], [-0.1, 0.1, -0.4], [0.0, -0.1, 0.2], [0.0, 0.1, 0.2], [-0.2, -0.3, 0.0], [-0.4, -0.2, -0.1], [0.2, 0.2, 0.3], [-0.2, -0.6, -0.3], [0.4, 0.3, -0.2], [0.1, 0.2, 0.5], [-0.5, 0.4, 0.0], [0.2, -0.1, 0.0], [0.4, 0.1, -0.1], [0.0, -0.2, -0.4], [-0.3, 0.4, -0.4], [-0.2, 0.1, 0.3], [0.8, -0.6, 0.1], [0.0, -0.2, 0.2], [0.2, -0.4, -0.5]]}



(4)
{"formula": "C4H6N2O", "method": "ωB97M-V/def2-TZVPD", "smiles": "Nc1c[nH]c(O)c1", "gap_ha": 0.3077, "e_above_lowest_kcal_mol": 23.9, "e_homo_ev": -7.52, "spin_multiplicity": 1, "total_energy_ev": -9272.46517, "symbols": ["O", "N", "N", "C", "C", "C", "C", "H", "H", "H", "H", "H", "H"], "coordinates": [[-2.4487, 0.6961, 0.9786], [-0.5882, 1.3359, -0.2343], [1.9019, -1.2625, -0.2590], [-1.2517, 0.3602, 0.4350], [0.6417, 0.8389, -0.6432], [0.7266, -0.4622, -0.2258], [-0.5025, -0.7912, 0.4423], [-2.7733, -0.0726, 1.4602], [-0.7660, -1.7438, 0.8835], [1.8971, -1.9803, -0.9801], [-0.8410, 2.3099, -0.1748], [1.3033, 1.4231, -1.2702], [2.7007, -0.6514, -0.4123]], "atomic_forces_ev_per_a": [[-0.1, -0.3, 0.0], [-0.1, 0.0, 0.1], [0.0, 0.1, -0.3], [0.3, 0.0, -0.2], [0.1, -0.1, -0.1], [0.0, 0.3, 0.1], [0.1, 0.1, 0.0], [-0.1, 0.1, 0.0], [0.0, 0.2, 0.0], [-0.1, 0.2, 0.2], [0.0, -0.2, -0.1], [0.0, -0.1, 0.3], [-0.1, -0.3, 0.0]]}



(5)
{"formula": "C3H13NO4", "method": "ωB97M-V/def2-TZVPD", "smiles": "OCCNCO.O.O", "gap_ha": 0.3626, "e_above_lowest_kcal_mol": 45.6, "e_homo_ev": -9.13, "spin_multiplicity": 1, "total_energy_ev": -13001.18668, "symbols": ["O", "O", "O", "O", "N", "C", "C", "C", "H", "H", "H", "H", "H", "H", "H", "H", "H", "H", "H", "H", "H"], "coordinates": [[-0.0398, 1.6464, -2.1492], [-1.0747, 1.5917, 1.1223], [1.6695, -2.4796, -0.9281], [-2.1065, 0.2030, -0.8336], [0.4275, -1.2544, 0.7080], [-0.1189, 0.8426, 1.8711], [0.5044, -1.7432, -0.6493], [0.8893, 0.1022, 0.9307], [-0.6463, 2.3796, 0.7842], [-2.4974, 0.8000, -0.1891], [-1.5984, -0.3878, -0.2648], [1.0089, 0.7307, 0.0210], [-0.8950, 1.2643, -1.8638], [-0.1873, 1.7837, -3.0929], [0.6753, -2.0013, 1.3361], [2.4689, -1.9535, -1.0358], [0.3140, -0.9721, -1.4192], [1.8910, 0.2174, 1.4090], [-0.3444, -2.4562, -0.8490], [0.3818, 1.5062, 2.5999], [-0.7220, 0.1803, 2.4925]], "atomic_forces_ev_per_a": [[-0.5, -0.1, -0.3], [-0.1, 0.2, 0.6], [0.4, -0.7, -0.2], [-0.5, -0.4, -0.5], [-0.5, 0.5, -2.1], [0.3, 0.6, 0.0], [-1.1, -0.6, -0.6], [0.3, 1.0, 1.9], [0.1, 0.1, -0.2], [0.1, 0.2, 0.0], [0.2, -0.1, 0.0], [-0.5, -0.9, 0.2], [0.3, -0.1, 0.3], [0.3, 0.1, 0.1], [0.3, 0.4, 0.4], [-0.3, 0.4, 0.1], [0.4, 0.2, 0.7], [-0.4, -0.6, -0.1], [0.9, 0.3, 0.5], [0.1, -0.1, -0.4], [0.2, -0.4, -0.3]]}



Number 1: F_max 2.040 eV/A. Number 2: F_max 3.578 eV/A. Number 3: F_max 4.452 eV/A. Number 4: F_max 0.357 eV/A. Number 5: F_max 2.216 eV/A.